{
  "formula": "C35H61BN8O2PS5W",
  "method": "ωB97M-V/def2-TZVPD",
  "e_above_lowest_kj_mol": 195.1,
  "e_tot_ev": -119261.542,
  "homo_energy_ev": [-12.93, -12.99],
  "charge": 2,
  "fmax_ev_per_a": 2.9,
  "s2": 0.837,
  "multiplicity": 2,
  "elements": ["W", "C", "C", "C", "C", "N", "N", "B", "N", "N", "C", "C", "C", "C", "C", "S", "C", "C", "C", "C", "N", "N", "C", "C", "C", "C", "C", "S", "C", "C", "C", "C", "C", "S", "C", "C", "C", "C", "H", "H", "H", "H", "H", "H", "H", "H", "H", "H", "H", "H", "H", "H", "H", "H", "H", "H", "H", "H", "H", "H", "H", "H", "H", "H", "H", "H", "H", "H", "H", "H", "H", "H", "H", "H", "H", "H", "H", "C", "C", "O", "P", "S", "S", "O", "C", "C", "H", "H", "H", "H", "H", "H", "H", "H", "H", "H", "N", "C", "C", "C", "C", "N", "H", "H", "H", "H", "H", "H", "H", "H", "H", "H", "H", "H"],
  "xyz": [[-1.83039, 0.97590, -1.63921], [2.62798, 0.87205, -4.63288], [2.49485, 0.20856, -3.31403], [3.54628, -0.35796, -2.64487], [3.32646, -0.98108, -1.39365], [2.12782, -1.01908, -0.86575], [1.10051, -0.45739, -1.48457], [-0.28255, -0.65810, -0.81307], [-0.53910, -2.18850, -0.73836], [-0.04767, -2.78739, 0.33504], [-0.20109, -4.07019, 0.50699], [-0.97166, -4.83220, -0.40956], [-1.51139, -4.23155, -1.51245], [-2.36755, -4.93089, -2.50335], [-1.21620, -2.84917, -1.69281], [-1.66955, -1.98931, -3.06324], [0.49560, -4.72370, 1.67589], [1.55806, -5.66245, 1.08338], [1.17009, -3.67549, 2.55879], [-0.50590, -5.51958, 2.51850], [-0.30674, -0.22485, 0.67497], [0.77270, 0.07399, 1.34489], [0.71922, 0.26729, 2.64308], [-0.49365, 0.09167, 3.34126], [-1.64730, -0.19914, 2.65013], [-2.97183, -0.37251, 3.29680], [-1.52120, -0.31304, 1.24972], [-2.84709, -0.53391, 0.19103], [1.99678, 0.64002, 3.35813], [2.55423, -0.62913, 4.02292], [1.74123, 1.70643, 4.42949], [2.99713, 1.18496, 2.34138], [1.22661, 0.13856, -2.68146], [-0.13362, 0.76518, -3.48174], [4.49143, -1.55687, -0.61968], [5.32953, -2.50681, -1.48598], [3.96596, -2.30997, 0.59781], [5.38409, -0.38738, -0.17047], [3.66796, 0.91903, -4.93380], [2.21699, 1.87957, -4.58609], [2.05796, 0.32478, -5.38284], [4.52944, -0.34310, -3.08255], [-1.13672, -5.88160, -0.23027], [-2.52053, -5.96903, -2.22336], [-1.91291, -4.88297, -3.49201], [-3.33266, -4.42983, -2.57591], [2.23999, -5.10737, 0.44231], [1.10545, -6.45777, 0.49762], [2.13641, -6.11765, 1.88203], [1.76227, -3.00657, 1.94649], [1.81718, -4.16589, 3.27985], [0.42942, -3.09244, 3.09916], [-0.95630, -6.33627, 1.96239], [-1.29894, -4.87084, 2.88456], [0.00893, -5.94356, 3.37524], [-0.51987, 0.19817, 4.41367], [-2.96647, 0.02830, 4.30686], [-3.21973, -1.43258, 3.34440], [-3.75537, 0.10284, 2.70949], [1.86765, -1.01289, 4.77488], [3.49760, -0.39697, 4.50996], [2.72844, -1.40785, 3.28811], [1.22658, 1.30272, 5.29660], [1.15915, 2.53065, 4.02460], [2.69603, 2.09837, 4.76769], [3.08069, 0.49869, 1.50809], [3.96967, 1.31649, 2.80594], [2.65884, 2.14330, 1.95735], [4.72047, -3.29804, -1.91674], [6.08652, -2.96535, -0.85450], [5.84400, -1.98494, -2.28685], [3.47256, -3.22555, 0.28325], [3.24251, -1.69186, 1.11973], [4.77981, -2.56358, 1.26884], [5.77670, 0.16411, -1.02091], [6.22406, -0.77961, 0.39598], [4.83303, 0.30212, 0.46031], [-1.95229, 4.40942, 3.93582], [-2.66806, 3.85979, 2.72137], [-1.68351, 3.22173, 1.86397], [-1.81290, 3.32504, 0.28190], [-0.11491, 2.51292, -0.46376], [-3.52519, 2.53009, -0.41403], [-1.89893, 4.86781, -0.09407], [-0.80237, 5.76568, 0.18904], [-1.29609, 7.18318, -0.00377], [-2.67385, 4.86540, 4.60517], [-1.22676, 5.16646, 3.64667], [-1.43696, 3.60731, 4.45750], [-3.17612, 4.65015, 2.16410], [-3.40228, 3.09935, 2.99944], [0.01548, 5.53052, -0.49915], [-0.45648, 5.59399, 1.21221], [-1.61199, 7.33949, -1.03271], [-0.49022, 7.87333, 0.23206], [-2.14236, 7.38185, 0.64996], [-3.68747, 0.16023, -2.76930], [-4.80842, 1.03299, -3.18658], [-4.60971, 1.50331, -4.62274], [-3.23482, 2.12197, -4.85852], [-2.96324, 3.31593, -3.93919], [-1.90885, 2.98974, -2.95868], [-3.38752, -0.34891, -3.60795], [-4.07002, -0.55361, -2.14288], [-4.87417, 1.87738, -2.49343], [-5.75570, 0.48849, -3.13112], [-5.38202, 2.23097, -4.86691], [-4.73318, 0.66166, -5.30458], [-3.16978, 2.42254, -5.90277], [-2.45024, 1.37569, -4.68326], [-3.86353, 3.59241, -3.38777], [-2.65377, 4.18625, -4.52537], [-1.85525, 3.77455, -2.30325], [-1.01540, 2.98290, -3.46000]],
  "atomic_forces_ev_per_a": [[-0.952, -2.144, -1.765], [-0.022, 0.060, -0.118], [0.318, -0.340, 0.492], [-0.678, 0.145, -0.092], [-0.089, 0.211, -0.265], [0.538, -0.480, 0.432], [0.323, 0.389, -0.896], [0.157, 1.074, -0.052], [-0.679, -0.885, -0.473], [0.370, -0.038, 0.620], [-0.185, 0.044, -0.267], [-0.075, 0.411, -0.286], [0.366, -0.022, 0.465], [-0.001, -0.077, -0.091], [0.186, 0.045, 0.342], [-0.213, 1.005, 0.189], [0.072, -0.044, 0.206], [-0.076, 0.130, 0.095], [-0.054, -0.188, -0.239], [0.087, 0.101, -0.129], [-0.719, -0.385, 1.326], [0.744, 0.110, -0.057], [-0.529, -0.038, 0.133], [-0.143, -0.120, -0.488], [0.481, 0.128, -0.125], [-0.125, -0.057, 0.097], [0.770, 0.078, 0.360], [0.050, 0.271, -1.083], [0.273, 0.005, 0.018], [-0.045, 0.200, -0.078], [-0.038, -0.154, -0.175], [-0.120, -0.136, 0.116], [0.234, -0.328, 0.317], [-0.669, 0.753, 0.511], [0.102, -0.150, 0.231], [-0.205, 0.104, 0.089], [0.051, 0.188, -0.158], [-0.175, -0.139, -0.058], [0.098, 0.006, -0.096], [0.033, 0.078, -0.070], [0.003, 0.004, -0.129], [0.208, 0.033, -0.031], [-0.054, -0.164, 0.035], [-0.009, -0.052, -0.019], [-0.010, -0.070, -0.081], [-0.069, -0.011, -0.020], [0.094, 0.005, -0.068], [-0.033, -0.125, -0.094], [0.059, -0.089, 0.101], [0.104, 0.134, 0.050], [0.054, -0.084, 0.129], [-0.099, 0.171, 0.074], [-0.076, -0.139, -0.050], [-0.108, 0.048, 0.067], [0.037, -0.097, 0.122], [-0.013, 0.053, 0.156], [-0.046, -0.015, 0.048], [-0.068, -0.095, 0.057], [-0.052, 0.100, 0.028], [-0.076, -0.070, 0.089], [0.100, 0.011, 0.096], [0.061, -0.127, -0.092], [-0.096, -0.027, 0.137], [-0.072, 0.176, -0.040], [0.088, 0.051, 0.092], [0.131, -0.024, -0.104], [0.119, 0.036, 0.082], [-0.017, 0.182, -0.116], [-0.066, -0.110, -0.051], [0.092, -0.061, 0.007], [0.085, 0.054, -0.150], [-0.114, -0.113, 0.037], [-0.031, -0.050, 0.178], [0.156, -0.061, 0.077], [0.082, 0.078, -0.111], [0.121, -0.013, 0.058], [0.001, 0.115, 0.090], [-0.034, -0.128, -0.335], [-0.266, 0.125, 0.325], [0.188, -0.018, -0.684], [0.211, 0.477, 0.689], [-1.219, -0.202, -0.227], [1.078, 0.092, 0.023], [-0.318, -0.547, -0.037], [0.408, 0.430, 0.060], [-0.011, -0.338, 0.034], [-0.098, 0.039, 0.129], [0.059, 0.046, 0.006], [0.051, -0.033, 0.108], [0.005, -0.026, 0.028], [0.063, 0.050, -0.083], [-0.063, -0.015, 0.081], [-0.032, 0.009, -0.051], [0.020, 0.050, -0.051], [0.018, 0.097, -0.004], [-0.002, 0.069, 0.062], [-0.029, 0.229, 0.199], [-0.509, 0.493, -0.207], [0.277, -0.007, 0.168], [-0.119, 0.136, 0.052], [-0.295, -0.157, -0.314], [0.462, 0.022, 0.295], [-0.002, 0.014, 0.509], [0.308, 0.033, -0.272], [-0.061, -0.157, -0.185], [0.152, -0.010, 0.117], [-0.104, 0.001, -0.007], [-0.117, -0.095, -0.036], [0.111, -0.038, -0.015], [-0.066, 0.060, -0.257], [0.065, 0.052, 0.004], [-0.021, -0.048, 0.158], [0.075, -0.229, -0.159], [-0.135, 0.060, 0.247]],
  "mulliken_charge": [0.167, -1.906, 0.085, -0.808, 0.175, -0.139, 0.409, -0.895, 0.040, 0.453, 0.164, -0.780, 0.212, -1.929, 1.462, -0.344, 2.356, -1.729, -1.378, -1.836, 0.571, -0.030, 0.112, -1.301, 0.620, -2.154, 1.301, -0.662, 1.893, -1.481, -1.948, -1.270, 1.261, -0.634, 2.205, -1.906, -0.676, -1.498, 0.433, 0.356, 0.395, 0.505, 0.485, 0.409, 0.399, 0.350, 0.250, 0.414, 0.488, -0.293, 0.683, 0.234, 0.386, 0.370, 0.467, 0.563, 0.505, 0.332, 0.466, 0.365, 0.545, 0.037, 0.392, 0.271, 0.495, -0.417, 0.555, 0.369, 0.371, 0.480, 0.397, 0.133, -0.792, 0.473, 0.374, 0.508, 0.200, -1.255, -0.342, 0.280, 0.610, -0.456, -0.641, -0.074, 0.043, -1.392, 0.436, 0.288, 0.246, 0.471, 0.307, 0.316, 0.188, 0.339, 0.415, 0.319, -0.286, -0.393, -1.287, -0.045, -0.737, -0.383, 0.212, 0.334, 0.145, 0.463, 0.375, 0.480, 0.519, -0.005, 0.453, 0.424, 0.181, 0.316]
}